Entry 1:
115
Properties=species:S:1:pos:R:3:mulliken_charge:R:1 method="wB97M-V/def2-TZVPD" spin_multiplicity=4 e_lumo_ev="-0.34 / -0.50" homo_energy_ev="-7.97 / -8.64"
C 2.6298 -1.0335 1.4335 -1.34
C 2.8617 0.2083 0.7469 -0.79
C 2.4469 0.5671 -0.6598 0.76
P 3.1874 -0.5213 -1.9565 0.81
N 2.2077 -0.7772 -3.1299 -0.61
O 3.7135 -1.8860 -1.2867 -0.55
O 4.5198 0.2198 -2.3633 -0.51
O 3.0983 1.8771 -0.7900 -0.36
C 2.2910 2.7071 -0.1038 0.35
O 2.5899 3.7667 0.3214 -0.72
O 1.0595 2.1325 0.0797 -0.18
C 0.9764 1.0591 -0.8835 1.38
S 0.9191 1.8935 -2.5814 -0.10
C -0.1740 0.1152 -0.7150 -1.19
I 0.2239 -2.0123 -0.4439 0.07
C -1.4768 0.4462 -0.7101 0.51
C -2.5837 -0.5494 -0.5696 -1.35
I -2.2046 2.4069 -0.8684 0.09
H 1.7306 -1.1683 2.0094 0.48
H 3.3337 -1.8454 1.3686 0.38
H 3.4202 0.9575 1.2843 0.61
H 2.0621 -1.7675 -3.2653 0.15
H 2.9183 -2.4044 -1.0882 0.29
H 5.1079 -0.4312 -2.7669 0.36
H 0.3473 3.0376 -2.2048 0.15
H -3.5480 -0.0911 -0.7375 0.33
H -2.4927 -1.3483 -1.2953 0.36
H -2.5901 -0.9616 0.4335 0.47
C 7.0748 9.0255 1.1921 -1.85
C 6.9904 8.1396 2.4568 1.84
C 7.9958 6.9926 2.3562 -1.27
C 7.5831 5.9031 1.3663 -0.56
C 6.1683 5.4062 1.6642 -1.20
C 5.1382 6.5311 1.7349 1.76
N 5.6009 7.6241 2.6471 0.42
O 5.4285 7.2743 3.8794 -0.61
C 4.8612 7.0746 0.3219 -1.72
C 3.8069 5.9703 2.2099 -1.60
C 7.3742 9.0438 3.6211 -1.88
H 6.1319 9.5395 1.0074 0.33
H 7.8372 9.7935 1.3159 0.49
H 7.3462 8.4722 0.2948 0.31
H 8.1215 6.5357 3.3429 0.40
H 8.9707 7.3984 2.0766 0.35
H 7.6520 6.2700 0.3386 0.30
H 8.2840 5.0691 1.4369 0.40
H 5.8581 4.6886 0.9021 0.33
H 6.1792 4.8641 2.6153 0.42
H 4.2082 7.9470 0.3655 0.40
H 4.3537 6.3094 -0.2649 0.36
H 5.7567 7.3403 -0.2347 0.31
H 3.8901 5.4593 3.1682 0.36
H 3.4471 5.2474 1.4777 0.31
H 3.0601 6.7603 2.3093 0.47
H 6.6620 9.8626 3.7333 0.44
H 8.3595 9.4695 3.4352 0.45
H 7.4248 8.5029 4.5638 0.37
C -8.1894 -0.8663 1.6184 -1.91
C -6.8448 -1.6122 1.7811 2.03
C -7.0833 -2.9759 2.4292 -1.31
C -7.4116 -2.8982 3.9194 -0.49
C -6.3567 -2.0843 4.6649 -1.25
C -6.1255 -0.7021 4.0576 1.67
N -5.8827 -0.7939 2.5846 0.41
O -4.6754 -1.1985 2.3792 -0.58
C -7.3279 0.2109 4.3597 -1.69
C -4.9361 -0.0387 4.7399 -1.95
C -6.3209 -1.8144 0.3642 -1.99
H -8.0424 0.2132 1.5993 0.35
H -8.6636 -1.1392 0.6771 0.50
H -8.9106 -1.1013 2.3991 0.33
H -6.1912 -3.5971 2.3001 0.39
H -7.8926 -3.4829 1.8996 0.34
H -8.4056 -2.4696 4.0729 0.31
H -7.4511 -3.9077 4.3321 0.38
H -6.6474 -1.9700 5.7110 0.39
H -5.4157 -2.6432 4.6637 0.38
H -7.2264 1.1665 3.8445 0.37
H -7.3696 0.4147 5.4291 0.45
H -8.2889 -0.2228 4.0973 0.29
H -4.0355 -0.6460 4.6832 0.37
H -5.1649 0.1121 5.7941 0.43
H -4.7228 0.9345 4.2963 0.45
H -6.1285 -0.8622 -0.1331 0.43
H -7.0630 -2.3582 -0.2184 0.51
H -5.4050 -2.4035 0.3356 0.37
C -0.8883 -5.2584 -6.2438 -1.93
C -0.0778 -5.1719 -4.9301 2.03
C 0.8461 -6.3833 -4.8063 -1.28
C 0.1146 -7.6794 -4.4587 -0.50
C -0.7584 -7.4916 -3.2187 -1.28
C -1.7167 -6.3076 -3.3333 1.77
N -0.9943 -5.0685 -3.7522 0.39
O -0.3610 -4.5664 -2.7441 -0.45
C -2.8467 -6.6450 -4.3229 -1.72
C -2.4085 -6.0778 -1.9957 -2.00
C 0.7651 -3.9083 -5.0458 -1.96
H -1.8280 -4.7126 -6.1645 0.34
H -0.3299 -4.8113 -7.0645 0.50
H -1.1083 -6.2800 -6.5493 0.35
H 1.5941 -6.1889 -4.0309 0.37
H 1.3953 -6.5065 -5.7417 0.35
H -0.4878 -8.0215 -5.3043 0.32
H 0.8467 -8.4669 -4.2715 0.38
H -1.3347 -8.3993 -3.0298 0.39
H -0.1084 -7.3502 -2.3493 0.35
H -3.4795 -5.7746 -4.4983 0.38
H -3.4740 -7.4312 -3.9038 0.46
H -2.4968 -7.0166 -5.2820 0.30
H -1.6995 -5.9276 -1.1839 0.34
H -3.0114 -6.9503 -1.7478 0.43
H -3.0688 -5.2105 -2.0403 0.50
H 0.1392 -3.0175 -5.1119 0.54
H 1.3755 -3.9647 -5.9456 0.46
H 1.4415 -3.7877 -4.2022 0.18

---

Entry 2:
124
Properties=species:S:1:pos:R:3:mulliken_charge:R:1 method="wB97M-V/def2-TZVPD" e_lumo_ev=1.64 homo_energy_ev=-3.44 total_charge=-1
C 5.8257 -1.4324 -2.3517 -0.63
O 5.0940 -1.5397 -3.5417 -0.35
C 5.1786 -0.3625 -4.3269 -0.51
C 3.9771 -0.1781 -5.2555 -0.85
C 2.6702 -0.7763 -4.7324 -0.64
C 2.2910 -0.3216 -3.2921 0.38
C 0.8108 0.0924 -3.1177 -1.71
P 0.3686 1.8930 -2.5873 0.80
C 1.7473 1.9906 -1.2502 -1.69
C 1.8169 0.8662 -0.2271 -0.10
O 3.1858 0.6507 0.2021 -0.59
C -0.9932 1.3426 -1.3310 -1.63
C -1.2381 2.3682 -0.2147 0.78
C -2.3365 3.3696 -0.5174 0.36
N -1.9837 4.7825 -0.4279 -0.82
O -3.4750 3.0448 -0.7902 -0.55
P 1.7281 2.8269 -4.2246 0.79
S 0.9286 2.7468 -6.0557 -0.61
H 5.6100 -2.2784 -1.7002 0.21
H 5.5809 -0.5142 -1.8006 0.21
H 6.9120 -1.4179 -2.5197 0.38
H 5.2514 0.5033 -3.6522 0.30
H 6.1171 -0.3626 -4.8997 0.46
H 4.2175 -0.6495 -6.2148 0.46
H 3.8979 0.8906 -5.4642 0.17
H 2.8052 -1.8608 -4.7445 0.36
H 1.8790 -0.5488 -5.4488 0.44
H 3.0475 0.4026 -2.9834 -0.37
H 2.4692 -1.2141 -2.6836 0.33
H 0.3345 -0.6566 -2.4802 0.52
H 0.3242 -0.0434 -4.0884 0.70
H -0.0116 3.2791 -2.2613 -0.44
H -0.6534 1.9037 -3.6210 0.11
H 1.5931 2.9284 -0.7106 0.62
H 2.7119 2.1487 -1.7459 1.18
H 1.4462 -0.0999 -0.5791 0.07
H 1.2319 1.1328 0.6521 -0.14
H 3.6628 0.4514 -0.6091 0.21
H -0.8299 0.3612 -0.8777 0.47
H -1.9324 1.2482 -1.8846 0.60
H -0.3570 2.9239 0.1113 0.11
H -1.5922 1.8251 0.6648 -0.45
H -1.1896 4.8841 -1.0653 0.33
H -1.5772 4.9561 0.4888 0.32
H 3.0612 2.3387 -4.1946 -0.09
H 1.8648 4.1749 -3.9699 -0.41
C 4.1539 -1.5066 3.0729 -1.01
C 5.5582 -2.0729 2.9447 1.05
C 6.5989 -1.4183 3.8155 -0.65
O 7.7998 -1.6131 3.0530 -0.36
C 7.4371 -1.6940 1.7449 0.55
O 8.1998 -1.6482 0.8334 -0.55
O 6.0984 -1.8339 1.6259 -0.29
H 3.8323 -1.0199 2.1504 0.16
H 3.4468 -2.3041 3.2861 0.16
H 4.0723 -0.7894 3.8905 0.38
H 5.5463 -3.1553 3.0989 -0.14
H 6.6878 -1.8861 4.7934 0.32
H 6.4378 -0.3453 3.9402 0.35
C 2.7459 9.6213 -1.4118 -1.26
C 3.0469 8.3067 -2.1173 0.53
C 2.5036 8.1865 -3.5230 -0.69
O 2.3111 6.7791 -3.6571 -0.28
C 2.0896 6.2759 -2.4152 0.40
O 1.6890 5.1832 -2.1931 -0.37
O 2.3897 7.2067 -1.4658 -0.36
H 2.0837 9.4641 -0.5627 0.33
H 3.6635 10.0716 -1.0335 0.29
H 2.2893 10.3492 -2.0837 0.35
H 4.1203 8.1025 -2.0982 0.29
H 3.1977 8.5470 -4.2793 0.28
H 1.5381 8.6827 -3.6524 0.34
C -3.5292 1.6887 5.7007 -1.45
C -2.1883 1.7805 4.9874 0.77
C -2.1572 2.7053 3.7949 -0.72
O -1.1428 2.1159 2.9728 -0.21
C -1.1158 0.7879 3.2568 0.59
O -0.5468 -0.0294 2.6115 -0.50
O -1.8373 0.5234 4.3756 -0.39
H -3.9511 0.6999 5.5996 0.22
H -3.4074 1.8847 6.7673 0.33
H -4.2424 2.4171 5.3249 0.40
H -1.3921 2.0308 5.6936 0.33
H -1.8863 3.7260 4.0570 0.33
H -3.0948 2.7141 3.2325 0.37
C 2.5607 -6.3901 1.2067 -1.36
C 3.6191 -5.9594 2.2104 0.67
C 3.9740 -6.9836 3.2649 -0.62
O 4.3833 -6.1611 4.3662 -0.34
C 3.7295 -4.9779 4.2440 0.61
O 3.6758 -4.1493 5.0947 -0.52
O 3.1483 -4.8703 3.0295 -0.30
H 1.6559 -5.7954 1.3157 0.34
H 2.9216 -6.2523 0.1886 0.32
H 2.3040 -7.4450 1.3131 0.36
H 4.5146 -5.6117 1.6903 0.22
H 4.7853 -7.6413 2.9615 0.32
H 3.1190 -7.5859 3.5818 0.35
C -7.2040 -1.6739 1.1929 -1.38
C -6.1383 -1.1447 2.1386 0.68
C -5.7565 -2.0694 3.2696 -0.58
O -5.3453 -1.1500 4.2894 -0.34
C -6.0120 0.0105 4.0791 0.65
O -6.0518 0.9081 4.8604 -0.57
O -6.6126 0.0093 2.8700 -0.39
H -8.1168 -1.0837 1.2595 0.34
H -6.8538 -1.6222 0.1648 0.30
H -7.4460 -2.7202 1.3914 0.31
H -5.2552 -0.8339 1.5778 0.25
H -4.9409 -2.7405 3.0118 0.33
H -6.5993 -2.6523 3.6505 0.34
C -10.3113 -6.0645 -1.7433 -1.26
C -9.6154 -4.8051 -1.2485 0.56
C -9.8082 -3.5768 -2.1087 -0.60
O -8.6102 -2.8365 -1.8572 -0.31
C -7.6437 -3.7302 -1.5280 0.62
O -6.4869 -3.4799 -1.4622 -0.51
O -8.1832 -4.9533 -1.2860 -0.37
H -9.5854 -6.8201 -2.0372 0.32
H -10.9310 -6.4934 -0.9565 0.31
H -10.9690 -5.8611 -2.5891 0.33
H -9.8942 -4.5994 -0.2122 0.25
H -10.6809 -2.9925 -1.8256 0.31
H -9.8568 -3.8050 -3.1762 0.36

---

Entry 3:
134
Properties=species:S:1:pos:R:3:mulliken_charge:R:1 method="wB97M-V/def2-TZVPD" e_lumo_ev=-4.39 homo_energy_ev=-11.96 de_lowest_kcal_mol=0.0 total_charge=+1
C 6.6099 0.0911 -0.2251 -0.18
C 5.5579 -0.4471 -0.0417 -1.62
C 4.2308 -0.9750 0.0327 1.81
C 3.9321 -1.7394 1.1583 0.08
C 4.9990 -1.9363 2.1903 -0.69
O 5.3372 -1.0658 2.9170 -0.46
O 5.5201 -3.2023 2.1642 -0.14
F 6.0694 -3.4386 3.4347 -0.12
C 2.6616 -2.2917 1.2947 0.94
C 2.4046 -3.1245 2.5307 -1.91
C 1.5696 -2.3372 3.5627 1.35
C 2.3920 -1.2851 4.2767 -1.62
Cl 0.8668 -3.4602 4.7468 -0.19
C 1.7008 -2.0147 0.3034 1.07
C 0.3375 -2.6323 0.4731 -1.91
I -1.1521 -1.1447 0.9604 0.26
C -0.1201 -3.5673 -0.6762 0.03
C 1.0552 -4.2186 -1.4060 -1.29
N 2.0066 -1.2329 -0.7674 0.99
C 0.9450 -0.9291 -1.7606 -0.21
C 0.6134 0.5763 -1.9554 -0.59
C -0.8953 0.8311 -1.7870 -0.37
C -1.3561 2.0860 -2.5223 -1.16
C -2.6357 2.6444 -1.8593 -0.02
C -3.6508 1.5702 -1.4655 -0.26
C -5.0714 2.0869 -1.2466 -0.41
C -5.9719 0.8795 -0.8909 -0.65
C -6.6933 0.3069 -2.1067 -1.32
C 3.2673 -0.7327 -0.9593 0.93
C 3.7606 0.0626 -2.1366 -1.57
I 3.7082 2.2012 -1.7824 0.19
C 3.3153 -0.3250 -3.5592 0.10
C 4.5010 -0.2628 -4.5349 -1.55
H 7.6498 0.2695 -0.3543 0.50
H 3.3123 -3.4852 3.0007 0.75
H 1.8338 -4.0120 2.2735 0.62
H 0.7836 -1.8244 3.0255 -0.16
H 2.8299 -0.5536 3.6015 0.28
H 1.7422 -0.7972 4.9975 0.54
H 3.2061 -1.7087 4.8606 0.32
H 0.2896 -3.2660 1.3380 0.34
H -0.7204 -4.3739 -0.2717 0.53
H -0.7523 -3.0546 -1.3922 0.53
H 1.7848 -4.6595 -0.7270 0.23
H 1.5640 -3.5355 -2.0817 0.10
H 0.6593 -5.0292 -2.0090 0.54
H 0.0038 -1.3649 -1.4733 -0.37
H 1.2021 -1.3936 -2.7012 0.18
H 1.1036 1.1039 -1.1443 0.29
H 0.9097 0.9240 -2.9344 0.16
H -1.4844 -0.0217 -2.1166 0.76
H -1.0554 1.0176 -0.7318 -0.36
H -0.6087 2.8751 -2.4424 0.38
H -1.5274 1.9077 -3.5843 0.35
H -3.0825 3.4225 -2.4771 -0.14
H -2.2866 3.1548 -0.9596 0.17
H -3.6572 0.7586 -2.1936 0.23
H -3.3207 1.1697 -0.5068 0.12
H -5.4021 2.5580 -2.1719 0.23
H -5.1080 2.7658 -0.3987 0.29
H -5.3000 0.0904 -0.5462 0.26
H -6.6399 1.0874 -0.0593 0.46
H -6.0172 0.0744 -2.9209 0.35
H -7.1374 -0.6417 -1.8061 0.47
H -7.5105 0.9487 -2.4240 0.28
H 4.8257 -0.0990 -2.1749 0.86
H 2.5456 0.3132 -3.9719 0.03
H 3.0229 -1.3732 -3.5385 0.13
H 4.7988 0.7566 -4.7509 0.30
H 5.3084 -0.8496 -4.0963 0.46
H 4.1760 -0.7998 -5.4213 0.42
C 6.2188 -0.8799 6.7594 -0.59
N 5.4503 0.2629 7.3232 0.99
O 6.0328 1.0179 8.0709 -0.56
O 4.2857 0.3627 6.9953 -0.57
H 7.2303 -0.8369 7.1410 0.34
H 5.7237 -1.7932 7.0758 0.24
H 6.2027 -0.7821 5.6768 0.18
C 9.7031 -1.3093 10.1758 -0.69
N 9.7633 -2.1306 8.9343 0.86
O 8.7879 -2.1288 8.2053 -0.55
O 10.7808 -2.7472 8.7316 -0.51
H 8.7379 -0.8191 10.2192 0.30
H 9.8395 -1.9822 11.0166 0.28
H 10.5092 -0.5842 10.1243 0.29
C -3.8002 -6.7454 -1.5878 -0.76
N -2.7356 -5.7247 -1.7882 0.90
O -1.5757 -6.0907 -1.7474 -0.52
O -3.0921 -4.5840 -1.9807 -0.49
H -3.3279 -7.7071 -1.4290 0.31
H -4.3800 -6.4438 -0.7208 0.30
H -4.4152 -6.7522 -2.4824 0.29
C -9.3989 0.9492 -5.4889 -0.72
N -8.6403 -0.1133 -4.7696 0.89
O -7.4358 -0.1576 -4.9168 -0.52
O -9.2789 -0.8768 -4.0754 -0.55
H -8.7052 1.5349 -6.0580 0.32
H -10.1105 0.4449 -6.1370 0.29
H -9.9056 1.5501 -4.7430 0.30
C 4.3154 2.9267 10.6972 -0.63
N 4.9625 2.2523 11.8552 0.87
O 4.3642 1.3400 12.3839 -0.52
O 6.0525 2.6645 12.1883 -0.52
H 3.3577 2.4543 10.5152 0.29
H 4.1917 3.9742 10.9544 0.28
H 4.9766 2.8086 9.8435 0.23
C -9.2931 5.4106 -7.3826 -0.69
N -9.2254 3.9949 -6.9276 0.91
O -9.2027 3.1317 -7.7795 -0.54
O -9.1968 3.8083 -5.7270 -0.50
H -9.3108 5.4226 -8.4656 0.32
H -10.2005 5.8422 -6.9714 0.29
H -8.4115 5.9166 -6.9977 0.22
C -0.0468 3.3306 3.0723 -0.83
N -0.7301 3.1988 1.7558 0.84
O -0.0809 2.7764 0.8178 -0.45
O -1.8933 3.5214 1.7069 -0.50
H 0.9810 3.0067 2.9605 0.34
H -0.0993 4.3754 3.3624 0.28
H -0.5818 2.7044 3.7799 0.30
C 0.4306 -2.8052 -6.0796 -0.73
N 1.4314 -1.7103 -6.2206 0.98
O 2.6091 -2.0113 -6.2032 -0.57
O 1.0016 -0.5855 -6.3415 -0.54
H 0.9609 -3.7450 -5.9810 0.31
H -0.1633 -2.5932 -5.1949 0.25
H -0.1885 -2.7962 -6.9712 0.29
C -4.4815 5.8761 -3.8285 -0.39
N -5.7332 6.5316 -4.2943 0.87
O -6.0585 7.5696 -3.7653 -0.53
O -6.3449 5.9698 -5.1790 -0.51
H -4.0479 6.4833 -3.0429 0.31
H -4.7507 4.8909 -3.4599 -0.04
H -3.8149 5.8032 -4.6824 0.30

---

What max |F| values result from the calculations? In sequence: 2.09 2.28 1.30 eV Å⁻¹.
What total energy values result from the calculations? In sequence: -95990.2893 -111232.1981 -124605.1176 eV.